A molecular structure, C52H48AsCoIN3O2PS. Source: the Open Molecules 2025 dataset; level of theory: ωB97M-V with the def2-TZVPD basis set.

```
110
Properties=species:S:1:pos:R:3:forces:R:3
Co -0.74415 -0.05073 0.27653 -0.4 -0.4 -0.5
C -2.05879 -0.78916 -4.00398 -0.1 -0.1 0.0
C -0.65461 -0.31748 -3.81543 -0.1 -0.1 0.1
N 0.03525 0.06190 -4.85335 0.1 0.1 -0.1
C 1.30710 0.48339 -4.67264 0.1 0.1 0.1
C 1.91155 0.58568 -3.44963 0.0 0.0 -0.2
C 3.34283 1.04694 -3.37793 0.0 -0.1 -0.1
O 3.48778 2.30134 -2.71892 0.0 0.1 -0.1
C 1.17253 0.21717 -2.29235 0.0 0.1 0.1
C 1.82207 0.32642 -1.01254 0.1 0.0 -0.1
N 1.34292 -0.01299 0.13742 0.1 0.2 0.2
C 2.21215 0.04384 1.25783 0.0 -0.1 0.0
C 3.60132 -0.03376 1.12418 0.0 0.0 0.0
C 4.43904 0.02795 2.22093 0.0 0.0 0.0
C 3.91570 0.14441 3.49866 0.0 0.0 0.0
C 2.54134 0.17314 3.66721 0.0 -0.1 -0.1
C 1.71249 0.10988 2.55839 0.0 -0.1 0.1
I -0.34556 0.06460 2.93643 0.2 0.1 0.4
C -0.12720 -0.28888 -2.47620 0.0 0.0 0.0
O -0.88582 -0.72960 -1.52972 -0.2 0.0 0.0
H -2.29398 -0.80898 -5.06429 0.0 0.0 0.0
H -2.75692 -0.12760 -3.48846 0.0 0.0 0.0
H -2.19290 -1.78213 -3.57049 0.0 0.0 0.0
H 1.84775 0.74211 -5.57251 0.1 0.0 -0.1
H 3.75387 1.08999 -4.39129 0.0 0.0 0.1
H 3.95955 0.34463 -2.81115 0.0 0.0 -0.1
H 3.03549 2.96047 -3.25807 0.0 0.0 0.0
H 2.82702 0.74463 -1.05106 -0.1 -0.1 0.0
H 4.03685 -0.18560 0.14837 0.0 0.0 0.0
H 5.50691 -0.04134 2.07424 0.1 0.0 0.0
H 4.56508 0.18410 4.36059 0.0 0.0 0.1
H 2.11521 0.22898 4.65738 0.0 0.0 0.1
C -4.81568 0.54288 0.16246 0.1 0.0 -0.1
S -3.46191 -0.48080 0.77520 0.1 -0.2 0.1
C -3.92469 -2.03268 -0.01649 0.1 0.0 0.0
H -4.73505 0.68003 -0.91339 0.0 0.0 0.0
H -4.78686 1.51126 0.65269 0.0 0.0 0.0
H -5.75824 0.05795 0.40617 0.0 0.0 0.0
H -4.79233 -2.46779 0.47590 0.0 0.0 0.0
H -3.08302 -2.72191 0.05577 -0.2 0.2 0.0
H -4.13354 -1.86010 -1.07076 0.0 0.0 0.0
N -0.90055 1.75617 0.09017 -0.2 0.2 0.2
P -0.57925 3.30714 0.27055 0.1 0.0 -0.2
C -1.55978 4.12801 1.53599 0.0 -0.1 0.0
C -2.75133 3.52200 1.92085 0.0 0.0 0.0
C -3.56148 4.11792 2.87384 0.0 0.0 0.0
C -3.17796 5.32016 3.44824 0.0 0.0 0.0
C -1.98351 5.92319 3.07789 0.0 0.0 0.0
C -1.17100 5.32809 2.12730 0.0 0.0 -0.1
C -0.82509 4.11993 -1.31387 0.0 0.1 0.1
C -0.76858 5.50764 -1.43269 0.0 -0.1 0.0
C -0.91815 6.09575 -2.67637 0.0 0.0 0.0
C -1.12704 5.30353 -3.79868 0.0 0.0 0.0
C -1.18709 3.92378 -3.68286 0.0 0.0 0.0
C -1.03568 3.32789 -2.43948 0.1 0.0 0.0
C 1.13824 3.44912 0.76854 0.0 0.0 0.0
C 2.13613 3.61038 -0.18942 -0.1 0.0 0.0
C 3.46618 3.61253 0.19828 0.1 0.0 0.0
C 3.79958 3.43926 1.53378 -0.1 0.0 0.1
C 2.80718 3.26325 2.48960 0.0 0.1 0.0
C 1.47620 3.26720 2.10917 0.0 0.1 0.0
H -3.01628 2.56928 1.48243 0.0 0.0 0.0
H -4.48601 3.64459 3.17325 0.0 0.0 0.0
H -3.80539 5.78518 4.19547 0.0 0.0 0.0
H -1.68193 6.85407 3.53582 0.0 0.0 0.0
H -0.23438 5.79712 1.85367 0.1 0.0 0.0
H -0.61161 6.12786 -0.56155 0.0 0.1 0.1
H -0.87446 7.17077 -2.77309 0.0 0.1 0.0
H -1.24425 5.76766 -4.76789 0.0 0.0 0.0
H -1.34574 3.30836 -4.55814 0.0 0.0 0.0
H -1.06753 2.25254 -2.33699 0.0 -0.1 0.0
H 1.87160 3.73634 -1.23078 0.0 0.0 0.0
H 4.24526 3.74192 -0.53997 0.0 0.0 0.0
H 4.83844 3.44025 1.83090 0.1 0.0 0.0
H 3.07046 3.12260 3.52850 0.0 0.0 0.0
H 0.70045 3.12675 2.85193 0.0 0.0 0.0
C -2.17684 -5.60371 -2.94914 0.0 0.0 0.0
C -2.66924 -5.73869 -1.66202 0.0 0.0 0.0
C -2.13453 -4.98585 -0.62552 0.0 -0.1 0.1
C -1.09400 -4.09232 -0.86342 0.1 0.0 0.0
C -0.62228 -3.94482 -2.16615 -0.1 0.0 0.1
C -1.15303 -4.70240 -3.19881 0.0 0.0 0.0
As -0.44658 -2.94879 0.58688 0.1 0.1 0.1
C -1.00735 -4.01474 2.10681 -0.1 0.0 0.0
C -1.89545 -3.45126 3.01567 0.0 0.0 0.0
C -2.36884 -4.19204 4.09218 0.0 0.0 0.0
C -1.95276 -5.50154 4.26285 0.0 0.0 0.0
C -1.07379 -6.07602 3.35197 0.0 0.0 0.0
C -0.60772 -5.33915 2.27680 0.0 0.0 0.0
C 1.48431 -3.24566 0.60236 -0.1 0.0 -0.1
C 2.13671 -3.74178 1.72471 0.0 0.1 0.2
C 3.51815 -3.88323 1.73224 0.0 0.0 0.0
C 4.26255 -3.53432 0.61826 0.0 0.0 0.0
C 3.62133 -3.02133 -0.50041 0.0 0.0 0.0
C 2.24491 -2.86624 -0.50213 0.0 -0.1 0.0
H -2.59162 -6.19217 -3.75471 0.0 0.0 0.0
H -3.46918 -6.43606 -1.45643 0.0 0.0 0.0
H -2.53122 -5.11406 0.37562 0.0 0.0 -0.1
H 0.15563 -3.23546 -2.39875 0.1 0.1 0.0
H -0.76778 -4.58053 -4.20127 0.0 0.0 -0.1
H -2.24092 -2.43275 2.87631 0.0 0.0 0.0
H -3.06523 -3.74680 4.79006 0.0 0.0 0.0
H -2.31782 -6.08090 5.09947 0.0 0.0 0.0
H -0.75940 -7.10326 3.47641 0.0 0.0 0.0
H 0.06000 -5.80070 1.55718 0.0 0.0 0.0
H 1.57328 -4.00867 2.61143 0.0 0.0 -0.1
H 4.00933 -4.27105 2.61329 0.0 0.0 0.1
H 5.33589 -3.66109 0.62035 0.1 0.0 0.0
H 4.19433 -2.73721 -1.37361 0.0 0.0 0.0
H 1.77287 -2.42576 -1.36849 -0.1 0.0 -0.1
```
Forces are in eV/Å.

Its charge is +1. Its total energy is -189953.831 eV. For the highest occupied orbital energy (spin up / spin down), the calculation gives -10.13 / -10.04 eV. Its energy above the lowest of the compared OMol25 structures with the same formula, charge and spin is 0.0 kcal/mol. The calculation puts the orbital gap (spin up / spin down) at 7.398 / 6.157 eV. As for the spin multiplicity: 5.

Atom charges from the Löwdin analysis, given in e for atoms 1 to 99:
1. Co 0.205
2. C -0.012
3. C -0.270
4. N 0.130
5. C -0.096
6. C -0.153
7. C -0.199
8. O -0.065
9. C -0.082
10. C -0.067
11. N 0.023
12. C -0.299
13. C -0.023
14. C -0.060
15. C -0.072
16. C -0.158
17. C -0.580
18. I 1.191
19. C -0.321
20. O -0.193
21. H 0.084
22. H 0.080
23. H 0.071
24. H 0.112
25. H 0.124
26. H 0.122
27. H 0.100
28. H 0.107
29. H 0.111
30. H 0.116
31. H 0.113
32. H 0.097
33. C -0.364
34. S 0.723
35. C -0.367
36. H 0.046
37. H 0.018
38. H 0.047
39. H 0.052
40. H -0.026
41. H 0.054
42. N -0.177
43. P 0.867
44. C -0.295
45. C -0.080
46. C -0.061
47. C -0.061
48. C -0.061
49. C -0.084
50. C -0.288
51. C -0.068
52. C -0.064
53. C -0.063
54. C -0.058
55. C -0.067
56. C -0.280
57. C -0.070
58. C -0.060
59. C -0.057
60. C -0.072
61. C -0.100
62. H 0.066
63. H 0.110
64. H 0.111
65. H 0.111
66. H 0.111
67. H 0.103
68. H 0.110
69. H 0.111
70. H 0.111
71. H 0.084
72. H 0.101
73. H 0.109
74. H 0.114
75. H 0.113
76. H 0.094
77. C -0.076
78. C -0.071
79. C -0.124
80. C -0.355
81. C -0.107
82. C -0.076
83. As 1.341
84. C -0.414
85. C -0.141
86. C -0.073
87. C -0.073
88. C -0.067
89. C -0.125
90. C -0.352
91. C -0.099
92. C -0.070
93. C -0.082
94. C -0.084
95. C -0.125
96. H 0.107
97. H 0.107
98. H 0.100
99. H 0.083



2 unconnected molecules or ions with the total composition C4H8O3. Source: the Open Molecules 2025 dataset; level of theory: ωB97M-V with the def2-TZVPD basis set.

```
15
Properties=species:S:1:pos:R:3:forces:R:3
O 2.91288 -1.24876 0.23042 -0.7 0.0 0.3
C 1.76698 -1.16876 0.58688 0.7 -0.1 -0.1
C 0.64741 -0.71413 -0.37319 0.0 0.1 -0.6
O 0.91109 -0.47230 -1.52770 -0.1 -0.1 0.6
C -0.74568 -0.60216 0.20383 0.0 0.0 0.0
C -1.63182 0.32873 -0.61774 -0.2 -0.3 0.0
O -1.18908 1.66921 -0.52986 0.2 0.1 -0.2
H 1.45433 -1.40167 1.62829 0.0 0.0 -0.2
H -1.17715 -1.61518 0.23131 0.1 0.1 0.0
H -0.69439 -0.25363 1.24358 0.0 -0.1 -0.1
H -1.65834 -0.01326 -1.65942 0.0 0.1 0.2
H -2.65206 0.30146 -0.22326 0.1 0.0 0.0
H -0.60156 1.83941 -1.27583 0.0 0.0 0.1
H 0.99571 1.75410 0.89154 0.1 0.0 0.1
H 1.66167 1.59693 1.19116 -0.1 0.0 0.0
```
Forces are in eV/Å.

Its total energy is -10418.190 eV. Its SMILES is O=CC(=O)CCO.[H][H]. For the highest occupied orbital energy, the calculation gives -9.91 eV. Its energy above the lowest of the compared OMol25 structures with the same formula, charge and spin is 64.9 kcal/mol. The calculation puts the orbital gap at 9.268 eV.

Electronic structure analysis, Löwdin charges in units of e:
1. O 0.093
2. C -0.202
3. C -0.380
4. O 0.120
5. C -0.128
6. C -0.264
7. O -0.077
8. H 0.125
9. H 0.137
10. H 0.119
11. H 0.123
12. H 0.120
13. H 0.090
14. H 0.054
15. H 0.070